Record 1
{"formula": "C3H14NO3S", "method": "wB97M-V/def2-TZVPD", "symbols": ["H", "H", "H", "H", "O", "H", "H", "N", "S", "H", "H", "C", "H", "H", "H", "O", "O", "C", "C", "H", "H", "H"], "xyz": [[1.5943, -0.0190, 1.2644], [0.1021, -2.8313, -0.7088], [-0.3775, -0.5566, -0.7234], [0.0750, 1.6525, 1.2617], [-2.9285, 1.3997, 1.3275], [-0.8168, -0.8105, 1.6401], [-1.9032, -0.0113, 2.3541], [0.2230, -0.8775, 0.0353], [-0.7165, 1.7804, -1.0437], [2.0343, 0.1666, -0.4547], [1.6981, -2.0757, -0.9487], [1.2004, 0.1758, 0.2638], [1.3107, 2.2896, 0.2302], [1.1675, -0.1277, -2.4812], [1.1843, -2.5910, 0.6701], [-1.1634, -0.6126, 2.5377], [1.1425, 0.1637, -3.4009], [0.8369, -2.1609, -0.2629], [0.5124, 1.5504, 0.2714], [-3.5855, 0.9630, 0.7793], [0.6056, 0.9686, -3.3039], [-2.1955, 1.5637, 0.6927]], "atomic_forces_ev_per_a": [[0.428, 0.149, 0.024], [0.004, -0.044, 0.041], [-0.089, 0.058, -0.036], [-0.327, 0.105, 0.081], [-0.050, -0.047, 0.226], [0.111, 0.096, 0.138], [0.138, 0.045, -0.007], [0.166, -0.219, -0.524], [-0.041, 0.171, -0.086], [-0.034, -0.137, -0.145], [-0.085, -0.060, 0.037], [-0.532, 0.047, 0.455], [0.025, 0.222, -0.161], [-0.034, 0.002, -0.061], [0.206, -0.299, 0.142], [-0.188, -0.137, -0.033], [0.024, 0.123, -0.043], [-0.128, 0.332, -0.058], [0.425, -0.356, 0.228], [-0.002, -0.010, -0.063], [-0.002, -0.148, 0.135], [-0.014, 0.107, -0.291]], "total_charge": -1, "multiplicity": 1}

=====

Record 2
{"formula": "C3H14NO4", "method": "wB97M-V/def2-TZVPD", "symbols": ["H", "O", "C", "H", "H", "H", "H", "H", "H", "H", "O", "O", "H", "H", "H", "H", "O", "C", "N", "H", "C", "H"], "xyz": [[-0.5201, -1.8627, -0.8920], [-1.8784, 0.4496, -1.6713], [1.9442, 0.5880, 0.9513], [0.5865, 2.1275, 0.2747], [0.7802, 0.6243, 3.0311], [3.3645, -0.0906, -0.4068], [2.4022, 0.1705, 3.1114], [-1.4366, -1.3292, -1.8189], [1.9874, -0.9135, -0.3562], [2.6557, 1.4234, 0.9886], [0.4699, 0.3545, -1.0105], [-4.5365, -0.6511, -1.0665], [-3.5825, -0.6873, -1.2499], [-1.7248, 0.9859, -2.4665], [-4.6420, 0.0455, -0.4202], [-0.2428, 0.7382, 0.8083], [-1.1755, -2.2315, -1.5039], [0.6689, 0.9734, 0.1925], [2.6906, -0.4512, 0.2552], [1.2437, -0.8577, 2.2087], [1.5782, 0.1396, 2.3962], [-0.6330, 0.4543, -1.3554]], "atomic_forces_ev_per_a": [[0.214, -0.568, 0.125], [0.743, 0.273, -0.530], [0.613, 0.842, 0.432], [0.374, -1.039, -0.952], [0.344, 0.150, -1.498], [-0.093, 0.386, 0.168], [0.498, -0.452, -0.424], [-0.547, -0.345, -0.301], [0.652, 0.231, 0.417], [-0.409, 0.224, 0.154], [0.680, 0.349, -0.754], [-0.289, -0.505, -0.093], [0.058, 0.468, -0.035], [-0.551, -0.263, 0.206], [0.238, 0.197, 0.048], [0.671, -0.178, 0.184], [0.288, 0.913, 0.142], [-2.345, 1.424, 1.372], [-0.768, -1.447, -0.253], [-0.161, -0.984, 0.481], [-0.137, 0.540, 0.509], [-0.072, -0.215, 0.602]], "total_charge": -1, "multiplicity": 1}

=====

Record 3
{"formula": "C3H14NO4", "method": "wB97M-V/def2-TZVPD", "symbols": ["H", "H", "H", "H", "H", "H", "H", "H", "C", "H", "O", "O", "N", "C", "H", "H", "H", "O", "H", "C", "H", "O"], "xyz": [[-0.1155, 1.6453, -2.9940], [2.4022, 1.4482, -0.1018], [-0.4269, -1.4299, -1.1384], [3.9487, -0.0553, 0.8634], [0.1968, 0.7205, -0.8781], [-0.7930, 0.3870, -3.6393], [-2.1239, 1.8774, 0.2067], [-2.6679, 1.9826, -1.2122], [0.6182, -1.2036, -0.9571], [0.0718, -1.2249, 3.3117], [-0.8128, -1.3142, 2.9540], [-2.2629, -0.0511, 1.1200], [0.9514, 0.0740, -0.7080], [3.0544, -0.4621, 0.4028], [2.9997, -1.5518, 0.5117], [-1.2488, -1.9655, 3.5052], [-3.1867, 0.0260, 1.3797], [-0.3672, 0.7316, -2.8495], [1.3479, -1.9804, -0.8595], [2.1801, 0.3877, -0.1994], [-1.7887, -0.3627, 1.9185], [-1.9770, 2.3212, -0.6364]], "atomic_forces_ev_per_a": [[-0.163, 0.124, -0.334], [-0.176, -0.095, -0.303], [0.317, 0.067, -0.042], [-0.096, 0.200, -0.265], [0.475, 0.479, 0.101], [0.084, 0.307, -0.094], [0.110, -0.339, 0.046], [0.087, -0.097, -0.023], [-0.935, -0.944, -0.053], [0.239, 0.110, -0.048], [0.032, -0.108, 0.236], [-0.257, 0.287, 0.145], [0.463, -0.497, 0.184], [0.194, -0.147, -0.148], [-0.437, 0.539, -0.316], [-0.086, -0.165, 0.094], [0.048, -0.072, 0.019], [-0.300, -0.190, -0.207], [0.156, -0.093, 0.012], [0.268, 0.238, 1.487], [-0.051, 0.044, -0.452], [0.025, 0.350, -0.036]], "s2": 0.762, "multiplicity": 2}

=====

Record 4
{"formula": "C3H14NO4", "method": "wB97M-V/def2-TZVPD", "symbols": ["H", "O", "H", "O", "H", "H", "H", "H", "O", "H", "H", "C", "H", "O", "H", "H", "H", "H", "C", "H", "N", "C"], "xyz": [[-0.0381, 1.5193, -3.1758], [-0.4733, 1.0017, -2.5064], [0.1996, 0.2920, 0.2540], [2.1189, 0.0724, -0.1436], [0.2425, -1.8336, -1.0530], [-0.4703, -1.9464, 2.2273], [2.7990, -0.4919, -0.4367], [2.5342, 0.7931, 0.2129], [0.3902, -1.5135, 1.8924], [-0.8550, 0.3152, -2.9627], [1.1498, -1.9344, 2.3338], [-1.5886, 0.9045, -0.5896], [-1.4827, 2.0034, -0.4682], [1.8571, 2.2010, 2.3561], [-2.9059, -1.3535, -0.2794], [-2.2232, -2.9298, -1.0767], [1.5489, 3.0408, 1.8696], [-2.4399, 0.5005, -1.0642], [-1.9815, -1.9072, -0.5816], [1.3829, 2.0267, 3.1119], [-0.6865, 0.0223, -0.2527], [-0.7265, -1.3723, -0.5808]], "atomic_forces_ev_per_a": [[0.312, 0.569, -0.480], [1.438, 2.486, 0.858], [-0.851, -0.170, -0.820], [-2.759, -1.688, -0.978], [-2.105, 1.045, 1.446], [2.366, 0.782, -0.551], [1.216, -1.159, -0.577], [1.645, 2.967, 1.687], [-1.660, -0.879, 0.795], [-1.443, -2.709, -1.806], [-0.691, 0.114, -0.076], [2.251, -0.784, 0.796], [0.061, -1.166, 0.475], [1.467, 2.101, -4.556], [1.183, -0.497, 0.063], [0.785, 1.828, 1.208], [0.478, -1.992, 1.824], [-0.883, 0.009, -0.553], [0.531, -1.423, -1.461], [-1.954, -0.100, 2.584], [0.450, 1.717, 1.633], [-1.837, -1.052, -1.509]], "total_charge": 1, "multiplicity": 1}

=====

Record 5
{"formula": "C3H14NO4", "method": "wB97M-V/def2-TZVPD", "symbols": ["H", "H", "H", "O", "O", "H", "H", "H", "H", "H", "H", "O", "C", "H", "C", "H", "H", "H", "N", "O", "H", "C"], "xyz": [[-1.2316, -1.8444, 1.1836], [0.9109, 2.9803, -0.1867], [-0.0360, -1.9466, -1.9045], [1.3742, 2.6036, -0.9360], [1.5330, -0.1541, -1.6881], [0.6534, -0.0480, 1.4464], [-0.7162, 1.4505, 2.4014], [-1.6578, -2.8027, -1.1805], [-2.5391, -0.3618, -0.6100], [1.7436, 3.1064, -1.6382], [1.1652, -0.4379, -0.3551], [-0.0732, 0.7492, 2.5225], [-0.6435, -2.3619, -0.9351], [2.1668, 0.6359, -1.9113], [-0.7665, -1.3793, 0.2109], [-0.1795, -3.3388, -0.4753], [1.1801, -1.9023, 0.7732], [0.9084, 0.1744, -2.4832], [0.5685, -0.8954, 0.5640], [-1.4010, 0.9469, 0.4167], [0.3650, 1.0075, 3.3608], [-1.6193, -0.1870, -0.0907]], "atomic_forces_ev_per_a": [[0.613, 0.594, -1.875], [0.234, 0.972, -0.643], [-1.671, -1.248, 2.599], [-0.104, -2.535, 0.528], [0.356, 3.806, -4.994], [-1.132, -2.613, -2.128], [-0.311, 0.040, -0.629], [1.002, 0.997, -0.247], [-0.708, -0.120, -0.718], [-0.068, 1.708, -0.012], [-2.078, -1.000, 1.743], [0.968, 0.507, 1.902], [0.308, -2.304, -0.756], [-0.908, -2.029, 1.606], [-0.164, 0.255, 1.062], [-0.154, 1.884, -1.205], [-1.968, 3.967, -0.313], [1.099, -1.644, 2.761], [5.004, -1.015, 1.462], [-0.623, -3.456, -2.323], [-0.107, -0.469, -0.507], [0.411, 3.701, 2.689]], "total_charge": 1, "multiplicity": 1}

=====

Record 6
{"formula": "C3H14O3S", "method": "wB97M-V/def2-TZVPD", "symbols": ["S", "H", "H", "H", "H", "O", "H", "H", "C", "H", "H", "C", "O", "H", "H", "H", "H", "H", "H", "C", "O"], "xyz": [[-0.9000, 0.9594, -0.4991], [3.3068, 0.3727, 0.7660], [-2.9224, 0.9144, 0.6752], [3.4472, 0.3267, -1.6313], [-3.3712, -2.4612, 0.2067], [2.9888, 2.8046, -1.1451], [-1.2838, -1.6926, 0.8207], [2.7628, 3.7470, -1.1117], [-3.2825, -1.9477, 1.1570], [3.4852, -1.1907, -1.7106], [2.3957, 1.4314, 0.1026], [-2.0799, -1.0427, 1.1635], [3.8466, -0.3973, -2.1426], [-1.8428, -0.6315, 2.1433], [3.7256, 2.7168, -1.7601], [-4.2977, -1.6270, 1.4116], [-0.0061, -0.0173, -0.1933], [-2.8841, -0.0812, -0.7000], [-3.2028, -2.8105, 1.8209], [-2.3131, 0.1197, 0.2268], [2.4275, 0.5068, 0.3995]], "atomic_forces_ev_per_a": [[0.024, -0.544, 0.512], [0.005, 0.059, 0.093], [0.074, 0.043, 0.070], [0.117, -0.455, -0.194], [-0.001, 0.218, -0.533], [-0.301, 0.283, 0.091], [0.572, 0.223, -0.015], [0.247, -0.333, -0.097], [-1.320, -1.650, 0.312], [0.281, 0.383, -0.279], [0.478, -0.085, 0.017], [-0.352, 0.013, -0.017], [-0.431, 0.000, 0.438], [0.084, -0.192, 0.075], [-0.001, 0.133, -0.008], [0.383, 0.957, -0.112], [0.271, 0.228, -0.110], [-0.013, -0.457, 0.080], [0.660, 0.203, 0.337], [-0.136, 0.918, -0.544], [-0.640, 0.054, -0.116]], "s2": 0.753, "total_charge": 1, "multiplicity": 2}

=====

Computed ΔE to the lowest compared entry with this formula, charge and spin, in the same sequence as the records: 0.400; 1.077; 0.000; 3.255; 3.140; 0.613 eV.